C6H6O2 in the gas phase at a distorted geometry, computed with ωB97M-V with the def2-TZVPD basis set.

Each line ends with the natural charge from an NBO analysis.
Element x y z (Å)
C: 2.62919 0.43837 -0.03195  0.113
C: 1.54794 1.33686 0.08051  -0.335
C: 1.40789 -1.76442 -0.06184  0.102
C: 0.25501 0.33420 0.11129  0.074
C: 0.15596 -1.27111 -0.03077  0.204
C: -1.02304 1.09871 -0.06299  -0.700
O: 2.49113 -0.91535 -0.03120  -0.425
O: -0.96880 -1.92259 -0.02081  -0.643
H: 3.67411 0.82536 -0.14897  0.205
H: 1.79180 -2.77869 0.23453  0.217
H: -1.51116 1.51704 0.76668  0.241
H: -1.71696 0.43396 -0.57505  0.177
H: -0.62787 1.85253 -0.66207  0.272
H: -1.72519 -1.33776 0.10416  0.499

Results
ΔE to the lowest compared entry with this formula, charge and spin: 120.7 kcal per mole
DFT total energy: -382.4934 hartree
LUMO level: -0.48 eV
maximum force: 7.1 eV/A
HOMO-LUMO gap: 7.746 eV

---

C6H6O2S2 in the gas phase at a distorted geometry, computed with ωB97M-V with the def2-TZVPD basis set.

Each line ends with the natural charge from an NBO analysis.
Element x y z (Å)
C: 0.63649 -0.00654 -0.42152  -0.042
C: -0.91661 -0.51583 1.33062  0.262
C: -0.25046 -0.47825 -1.31940  -0.292
C: -1.59601 -1.02087 -1.14648  -0.663
C: 0.54716 -0.75163 0.91558  -0.500
C: 1.75151 0.97968 -0.58168  -0.644
O: -1.62499 1.34579 -2.46610  -0.968
O: -1.16710 -0.33719 2.64611  -0.672
S: -2.33276 -0.45448 0.30389  0.527
S: -1.28514 -0.04033 -2.61780  1.330
H: 0.84826 -1.83046 0.73199  0.239
H: 1.12070 -0.17649 1.74137  0.248
H: 2.66848 0.56669 -0.26724  0.206
H: 1.74934 1.93438 -0.24655  0.230
H: 1.90151 1.24468 -1.57986  0.231
H: -2.05039 -0.45914 2.97708  0.508

Results
ΔE to the lowest compared entry with this formula, charge and spin: 102.4 kcal per mole
DFT total energy: -1178.8801 hartree
LUMO level (alpha / beta): -0.55 / -0.54 eV
maximum force: 3.8 eV/A
HOMO-LUMO gap (alpha / beta): 6.848 / 6.853 eV

---

C6H6O3S in the gas phase at a distorted geometry, computed with ωB97M-V with the def2-TZVPD basis set.

Each line ends with the natural charge from an NBO analysis.
Element x y z (Å)
C: 1.04687 1.10275 0.44406  -0.246
C: -0.32036 1.55442 0.79007  -0.321
C: 0.95227 0.10006 -0.42690  -0.259
C: -0.56640 -0.15074 -0.77073  -0.306
C: -1.24113 0.87360 0.09698  -0.428
C: -1.15391 -1.49828 -0.25617  0.364
O: -3.76668 1.00755 -0.56414  -0.649
O: -2.52016 -1.24049 -0.17645  -0.665
O: -0.55860 -1.91858 0.91559  -0.704
S: -2.93992 0.31802 0.39219  1.618
H: 1.95339 1.73083 0.84923  0.239
H: -0.54354 2.47290 1.50554  0.226
H: 1.70384 -0.47689 -1.13979  0.231
H: -0.80571 -0.09134 -1.88254  0.226
H: -0.97417 -2.26281 -0.94432  0.183
H: -0.18467 -1.08657 1.43948  0.491

Results
spin multiplicity: 3
ΔE to the lowest compared entry with this formula, charge and spin: 76.1 kcal per mole
⟨S²⟩: 2.019
DFT total energy: -855.8756 hartree
LUMO level (alpha / beta): 0.31 / -4.13 eV
maximum force: 5.9 eV/A
HOMO-LUMO gap (alpha / beta): 5.939 / 4.685 eV

---

A molecular structure, C6H6O3Zn at a distorted geometry, computed with ωB97M-V with the def2-TZVPD basis set.

Each line ends with the natural charge from an NBO analysis.
Element x y z (Å)
O: -3.86849 -0.14862 0.77758  -0.515
C: -3.51697 0.21351 -0.35794  0.601
O: -4.13548 0.87289 -1.21028  -0.524
C: 0.88464 0.11808 0.87673  -0.523
H: 0.72790 -0.68098 1.61961  0.288
H: 0.22813 0.94132 1.19906  0.297
C: 2.33667 0.55511 0.84375  -0.642
H: 2.49427 1.39907 0.15213  0.230
H: 2.64945 0.91264 1.83141  0.279
H: 3.01300 -0.28591 0.61283  0.214
C: -2.12940 -0.19243 -0.80078  0.400
C: -1.01999 -0.80226 -0.46907  -0.375
C: 0.34640 -0.39768 -0.42329  0.661
O: 1.03142 -0.33694 -1.47516  -0.793
Zn: 2.65538 -0.50075 -2.02396  0.972
H: -1.69693 -1.66706 -1.15263  0.430

Results
spin multiplicity: 2
⟨S²⟩: 0.751
net charge: +1
DFT total energy: -2236.7297 hartree
LUMO level (alpha / beta): -6.73 / -6.86 eV
maximum force: 5.3 eV/A
HOMO-LUMO gap (alpha / beta): 6.485 / 6.373 eV

---

2 unconnected molecules or ions with the total composition C6H6O4PS at a distorted geometry, computed with ωB97M-V with the def2-TZVPD basis set.

Each line ends with the natural charge from an NBO analysis.
Element x y z (Å)
C: -1.20553 0.90012 1.82925  -0.171
C: -0.21045 -0.04108 1.48846  -0.377
C: -1.88412 1.29963 0.74040  -0.372
C: -0.30947 -0.56646 0.21516  -0.367
C: -2.93190 2.24079 0.71817  0.377
C: 0.98216 -1.61402 -1.64906  0.068
O: 2.93694 -0.08724 -0.79726  -1.148
O: -3.23628 2.91757 1.70951  -0.600
O: 3.60082 -2.48392 -1.60013  -1.147
O: 0.96362 -0.64028 -2.45660  -0.636
P: 2.66425 -1.53703 -0.82993  1.939
S: -1.44125 0.36945 -0.70905  0.322
H: -1.49844 1.25447 2.86007  0.230
H: 0.51177 -0.31077 2.18449  0.206
H: -3.33713 2.46226 -0.25821  0.107
H: 0.10266 -2.14057 -1.79197  0.199
H: 1.66765 0.03083 -2.13337  0.528
H: 2.62469 -2.05374 0.48008  -0.158

Results
ΔE to the lowest compared entry with this formula, charge and spin: 2.6 kcal per mole
net charge: -1
DFT total energy: -1272.7280 hartree
LUMO level: 3.10 eV
maximum force: 4.6 eV/A
HOMO-LUMO gap: 8.108 eV

---

C6H6O4S in the gas phase at a distorted geometry, computed with ωB97M-V with the def2-TZVPD basis set.

Each line ends with the natural charge from an NBO analysis.
Element x y z (Å)
C: -0.92179 -0.73641 1.56384  0.104
C: -1.93989 0.07395 1.32710  0.107
C: -1.87837 1.00557 0.17584  0.507
C: -0.46433 1.21662 -0.36561  -0.441
C: 0.61513 0.25742 0.24944  0.188
C: 1.77549 0.06001 -0.56947  -0.110
O: -2.89262 1.54654 -0.29077  -0.561
O: 0.24837 -0.86030 0.87347  -0.461
O: -3.13138 -0.06176 1.93330  -0.640
O: 1.28360 -0.52921 -1.75334  -0.720
S: 0.47486 1.91414 0.96819  0.159
H: -0.92466 -1.50212 2.42444  0.213
H: -0.40841 1.67836 -1.36677  0.269
H: 2.40153 -0.69417 -0.07963  0.194
H: 2.19332 1.02918 -0.71423  0.215
H: -3.59131 0.65937 1.44473  0.499
H: 0.95894 -1.42789 -1.62511  0.478

Results
ΔE to the lowest compared entry with this formula, charge and spin: 41.6 kcal per mole
DFT total energy: -931.3002 hartree
LUMO level: 0.12 eV
maximum force: 4.0 eV/A
HOMO-LUMO gap: 9.015 eV

---

A molecular structure, C6H6O5RhS at a distorted geometry, computed with ωB97M-V with the def2-TZVPD basis set.

Each line ends with the natural charge from an NBO analysis.
Element x y z (Å)
Rh: -1.17987 -0.44516 -1.02234  0.695
O: -2.91169 -1.13300 1.48823  -0.186
C: -2.29262 -0.91011 0.54531  0.527
C: -1.18354 1.38224 -1.67074  0.492
O: -1.19946 2.46648 -2.04714  -0.187
C: -0.05073 -1.75659 -1.78611  0.499
O: 0.59681 -2.55724 -2.29692  -0.179
C: -2.64266 -0.89680 -2.18588  0.460
O: -3.53740 -1.17464 -2.89196  -0.205
C: 1.21702 1.22758 2.31338  -0.737
S: 1.07231 1.19909 0.53756  1.395
C: 2.04451 -0.24084 0.14770  -0.817
O: -0.38326 0.62900 0.72408  -0.587
H: 2.21377 1.60786 2.52785  0.312
H: 1.06884 0.20801 2.64417  0.284
H: 0.43521 1.87539 2.71656  0.321
H: 1.55929 -1.09760 0.58191  0.283
H: 2.14130 -0.33722 -0.93632  0.286
H: 3.03219 -0.04644 0.61066  0.343

Results
spin multiplicity: 5
ΔE to the lowest compared entry with this formula, charge and spin: 16.9 kcal per mole
⟨S²⟩: 6.017
net charge: +3
DFT total energy: -1115.6729 hartree
LUMO level (alpha / beta): -12.92 / -17.63 eV
maximum force: 10.8 eV/A
HOMO-LUMO gap (alpha / beta): 8.997 / 7.352 eV

---

A molecular structure, C6H6O5Ru at a distorted geometry, computed with ωB97M-V with the def2-TZVPD basis set.

Each line ends with the natural charge from an NBO analysis.
Element x y z (Å)
Ru: 0.02978 1.34991 1.33292  0.827
C: -0.02511 1.97762 3.13191  0.457
O: -0.06888 2.30874 4.24023  -0.133
C: -0.09062 2.48432 -0.13400  0.424
O: -0.16577 3.16362 -1.05437  -0.195
C: -1.69513 0.60795 0.71472  0.477
O: -2.69608 0.21545 0.28025  -0.234
C: 1.81016 0.77728 0.56928  0.484
O: 2.77074 0.47536 0.08695  -0.229
C: -0.07679 -2.06365 -2.31897  -0.254
H: 0.83473 -2.38561 -1.82215  0.398
H: -0.88648 -2.29412 -1.64422  0.397
C: -0.11843 -0.95681 -3.03381  -0.272
H: -0.94268 -0.34414 -2.85363  0.364
H: 0.73438 -0.35266 -2.95047  0.366
O: 0.00991 -1.46181 1.55606  -0.917
H: -0.23987 -1.54542 2.46049  0.522
H: 0.81615 -1.95602 1.43883  0.517

Results
spin multiplicity: 6
ΔE to the lowest compared entry with this formula, charge and spin: 14.0 kcal per mole
⟨S²⟩: 8.773
net charge: +3
DFT total energy: -701.7114 hartree
LUMO level (alpha / beta): -12.05 / -18.59 eV
maximum force: 9.0 eV/A
HOMO-LUMO gap (alpha / beta): 9.886 / 5.131 eV